C2H3N3O2 | ωB97M-V/def2-TZVPD

Summary:
Spin multiplicity ... 1
Frontier orbital gap ... 10.0 eV
Maximum force ... 0.010 hartree/bohr
Net charge ... 0
LUMO level ... 0.46 eV
Relative energy (zero: lowest compared OMol25 entry of this formula, charge and spin) ... 24.16 kcal/mol

Structure (XYZ):
```
10
Properties=species:S:1:pos:R:3:forces:R:3:nbo_charge:R:1
O -1.5287 -1.1888 -2.0885 0.2 0.4 0.2 -0.584
H 1.6147 1.1037 1.5892 -0.2 0.0 0.0 0.403
N 0.7231 1.0318 -0.7434 0.1 -0.2 0.5 -0.208
N 0.7786 0.5301 1.5751 0.1 0.0 0.0 -0.803
O -0.0216 0.5039 -1.8238 -0.2 -0.2 -0.2 -0.336
N -0.6605 -0.5368 -0.0203 0.0 0.0 -0.1 -0.647
C 0.3026 0.3857 0.2919 0.1 0.0 -0.2 0.499
C -0.8370 -0.4940 -1.3977 -0.2 -0.1 -0.1 0.854
H -1.3228 -0.9682 0.6042 0.2 -0.1 -0.1 0.434
H 0.9517 -0.3675 2.0134 0.0 0.2 0.0 0.388
```
Forces are in eV/Å.